ORCA calculation (wB97M-V/def2-TZVPD) on a 4-piece molecular cluster, C2H9NO5 overall.

Calculated values
**SMILES**: O=CNC=O.O.O.O
**Kohn-Sham gap**: 0.3887 Ha
**Electronic energy**: -13947.547 eV
**HOMO level**: -10.03 eV
**Largest force on an atom**: 2.21 eV Å⁻¹
**LUMO**: 0.55 eV
**Energy relative to the best compared isomer or geometry (same formula, charge and spin)**: 14.1 kcal per mole

Last column: natural (NBO) charge in e.
CARTESIAN COORDINATES (ANGSTROEM)
O (-0.4213, -1.1683, -1.6178)  -0.538
C (-0.8052, -1.7879, -0.6592)  0.541
N (-1.3683, -1.1527, 0.4500)  -0.669
C (-1.5943, 0.2033, 0.6789)  0.572
O (-1.3678, 1.0329, -0.1566)  -0.575
H (-0.7702, -2.8810, -0.6674)  0.136
H (-1.3071, -1.7530, 1.2643)  0.397
H (-1.9710, 0.4068, 1.6847)  0.141
O (0.4678, 1.9666, 1.5614)  -0.983
H (1.3113, 1.9540, 2.0108)  0.470
H (0.5299, 2.0417, 0.5962)  0.500
O (2.2081, -1.1726, 0.3204)  -0.949
H (2.6072, -1.0399, 1.1911)  0.459
H (2.5244, -0.3605, -0.1062)  0.488
O (1.4967, 1.4698, -0.8946)  -0.978
H (0.5860, 1.1146, -0.9185)  0.505
H (1.6283, 1.7837, -1.7971)  0.482